# 1
This record from the OMol25 dataset describes a structure of composition C18H47BeN3O5 in a non-equilibrium geometry. The level of theory is ωB97M-V with the def2-TZVPD basis set.

As for the maximum force: 2.8 eV/Å. The electronic energy comes out at -34531.542 eV. The value obtained for the LUMO energy is 0.33 eV. The gap between HOMO and LUMO is 0.270 Eh.

Positions of all 74 atoms, in Å:
Be -13.81806 14.37647 -17.07014
C -16.59846 17.45794 -18.51457
C -15.23993 17.71759 -17.81587
C -15.48931 18.12521 -16.34739
O -14.45723 16.58068 -18.04060
H -16.56392 16.95582 -19.48630
H -17.01748 18.38861 -18.91803
H -17.31624 16.91076 -17.90238
H -14.67090 18.58102 -18.18379
H -14.60797 18.29038 -15.72438
H -16.11567 17.37107 -15.86406
H -15.98667 19.09552 -16.25344
C -10.94655 13.35478 -14.02058
C -11.46432 12.30763 -15.05576
C -11.52601 10.95546 -14.23738
O -12.61083 12.81185 -15.62666
H -11.62492 13.31970 -13.16306
H -11.10856 14.38339 -14.35587
H -9.89814 13.27552 -13.72971
H -10.66799 12.15842 -15.79786
H -11.85932 10.15253 -14.90509
H -12.39064 11.04849 -13.57424
H -10.65211 10.54675 -13.73468
C -15.30091 13.93241 -21.01482
C -15.89037 13.21184 -19.81012
C -15.03719 12.00243 -19.27767
O -13.71716 12.36403 -18.98927
C -12.82107 11.38166 -18.53832
N -16.04748 14.20370 -18.73599
H -15.77633 14.86523 -21.33254
H -15.58749 13.39060 -21.92555
H -14.23585 14.12020 -21.14460
H -16.90553 12.97520 -20.13840
H -15.09293 11.13399 -19.94043
H -15.51056 11.66998 -18.34648
H -12.89486 10.44154 -19.08929
H -12.95207 11.25720 -17.45889
H -11.82628 11.81269 -18.64938
H -16.28350 15.11465 -19.10516
H -16.85225 13.91078 -18.19156
C -17.05644 12.82380 -14.22385
C -16.18738 13.79172 -15.05190
C -15.34681 14.72165 -14.20878
O -14.45915 15.46667 -15.05820
C -13.55656 16.24817 -14.35584
N -15.37477 12.96512 -15.93170
H -17.70067 13.43845 -13.58020
H -16.48138 12.08847 -13.66396
H -17.91518 12.36426 -14.71992
H -16.93942 14.20622 -15.72959
H -14.69106 14.10950 -13.58294
H -16.06345 15.29807 -13.62164
H -13.92265 17.11653 -13.80553
H -12.79544 16.62744 -15.04413
H -12.91288 15.58765 -13.76003
H -14.56323 12.60738 -15.41859
H -15.93458 12.23313 -16.34142
C -9.26248 14.54506 -17.74132
C -10.60116 15.22401 -17.60077
C -10.52650 16.74469 -17.48362
O -9.52206 17.08378 -16.56943
C -9.31896 18.45320 -16.44888
N -11.68994 14.66868 -18.44697
H -9.16995 13.57922 -17.24407
H -8.41289 15.18062 -17.49676
H -9.04390 14.29410 -18.78782
H -11.02868 14.87960 -16.65288
H -11.49203 17.05004 -17.06315
H -10.29710 17.28875 -18.40718
H -9.25483 18.99947 -17.39553
H -8.38594 18.64959 -15.92032
H -10.13230 18.87890 -15.85012
H -11.68253 15.11337 -19.36181
H -11.40845 13.71461 -18.64238

Cartesian forces (eV/Å) of the 3 atoms listed first:
Be -0.808 0.444 0.028
C -0.062 1.408 -0.938
C 0.383 -1.402 0.339

---

# 2
This record from the OMol25 dataset describes a cluster of 3 separate species, C18H47IN6O4P2 in total in a non-equilibrium geometry. The level of theory is ωB97M-V with the def2-TZVPD basis set.

As for the maximum force: 5.1 eV/Å. As for the SMILES: CN(C)P(=O)(N(C)C)N(C)C.CN(C)P(=O)(N(C)C)N(C)C.C=CCOC[C@@H](I)OC. The electronic energy comes out at -63232.807 eV. The value obtained for the LUMO energy is 0.42 eV. The gap between HOMO and LUMO is 0.302 Eh.

Positions of all 78 atoms, in Å:
C -6.48641 -1.62191 -1.81794
N -5.08188 -1.45769 -2.09218
C -4.80573 -0.72624 -3.31388
P -3.80561 -1.76168 -1.01189
O -3.07561 -0.45651 -1.07003
N -4.32416 -1.78969 0.63410
C -5.39677 -0.89885 1.04652
C -3.18346 -1.69134 1.53970
N -3.92340 -3.46047 -1.19673
C -3.26799 -3.98182 -2.40612
C -3.74340 -4.39900 -0.08525
H -6.66215 -2.46326 -1.14546
H -7.02953 -1.84116 -2.74249
H -6.92610 -0.71815 -1.37893
H -5.16519 -1.29374 -4.17966
H -3.73618 -0.57278 -3.44000
H -5.28380 0.26193 -3.32423
H -5.24500 0.13884 0.71894
H -5.46219 -0.90415 2.13576
H -6.36199 -1.24553 0.68426
H -2.78614 -0.67157 1.60106
H -2.36792 -2.33960 1.20938
H -3.47791 -2.02192 2.53840
H -3.85739 -4.80371 -2.81636
H -2.25506 -4.34002 -2.20308
H -3.20310 -3.20885 -3.17333
H -4.51337 -4.24899 0.66387
H -2.76201 -4.33153 0.39159
H -3.85602 -5.41042 -0.47945
C 4.57798 1.31698 -0.38880
N 3.90532 0.55764 0.63727
C 2.48563 0.37890 0.39610
P 4.63723 -0.33326 1.85311
O 3.97964 -1.66118 1.86229
N 6.27601 -0.71977 1.45383
C 6.62121 -0.97475 0.06355
C 6.79039 -1.77940 2.31516
N 5.06284 0.97991 2.84820
C 3.94550 1.50596 3.64717
C 6.30355 1.03888 3.62153
H 5.50545 1.75270 -0.01408
H 3.94627 2.14909 -0.71375
H 4.80155 0.70547 -1.26984
H 1.97228 1.34773 0.42428
H 2.03555 -0.25084 1.16096
H 2.29102 -0.08698 -0.57485
H 5.94125 -1.68536 -0.42676
H 7.63047 -1.38700 0.01718
H 6.64527 -0.05408 -0.51458
H 6.41317 -2.76787 2.03071
H 6.50750 -1.60924 3.35448
H 7.88226 -1.78736 2.27140
H 4.02148 2.59271 3.71638
H 3.92926 1.08807 4.65806
H 2.98977 1.27403 3.17401
H 7.16344 1.03972 2.95965
H 6.40895 0.22634 4.34514
H 6.31006 1.98071 4.17263
C -1.40086 2.00400 2.08074
C -1.31407 3.16966 1.36456
C -1.24345 3.08150 -0.11530
O -0.76812 4.25466 -0.76200
C 0.32300 4.04477 -1.60609
C -0.00826 3.35012 -2.96631
I 0.93302 1.40466 -3.03608
O -1.36113 3.39786 -3.26862
C -2.14935 2.21856 -3.26033
H -2.30237 1.70629 2.60422
H -0.56237 1.31264 2.07570
H -1.29290 4.13909 1.85714
H -0.67256 2.17935 -0.38932
H -2.26062 2.88636 -0.45781
H 1.13331 3.51857 -1.09417
H 0.71072 5.03475 -1.84673
H 0.50367 3.92876 -3.73022
H -3.17980 2.55414 -3.35624
H -2.08495 1.64799 -2.33638
H -1.93775 1.58834 -4.12375

Cartesian forces (eV/Å) of the 3 atoms listed first:
C -0.065 -0.509 -0.077
N 0.382 0.083 -0.210
C 0.024 0.321 0.123

---

# 3
This record from the OMol25 dataset describes a cluster of 4 separate species, C18H47N6O12S3 in total in a non-equilibrium geometry. The level of theory is ωB97M-V with the def2-TZVPD basis set.

As for the maximum force: 5.7 eV/Å. The charge is +1. The electronic energy comes out at -85433.602 eV. The value obtained for the LUMO energy is -5.34 eV. The gap between HOMO and LUMO is 0.231 Eh.

Positions of all 86 atoms, in Å:
N 5.72430 -0.22112 1.78135
C 4.58564 -0.99557 2.35073
N 3.93415 -0.26881 3.45767
N 5.19526 -2.22426 2.97623
C 3.55509 -1.56371 1.23180
N 2.34083 -0.65676 1.02665
C 1.10113 -1.49571 0.99981
C -0.26589 -0.63179 1.16335
C -1.31789 -1.33002 2.16136
C -1.66707 -0.34805 3.37710
O -2.01781 1.00370 2.93041
C 2.54339 0.04599 -0.19217
N 1.58711 0.24951 -1.15136
N 3.87226 0.66958 -0.45729
C 3.67685 2.15553 -0.36486
C 3.14259 2.56866 1.09483
O 3.94644 2.75322 2.02366
O 1.75869 2.71471 1.35734
H 5.61224 0.79156 1.90754
H 5.89628 -0.47312 0.80283
H 3.36240 -0.88401 4.04520
H 3.42361 0.56117 3.13964
H 5.91788 -1.91355 3.63797
H 5.63409 -2.78926 2.22791
H 3.24326 -2.60336 1.61329
H 4.10006 -1.77421 0.23858
H 1.07669 -2.17983 0.09357
H 1.13768 -2.16548 1.93474
H -0.76107 -0.66551 0.12374
H -0.02122 0.44832 1.41760
H -2.29468 -1.51569 1.58118
H -0.97412 -2.36678 2.50938
H -0.72964 -0.30337 4.04209
H -2.57455 -0.75923 3.92068
H -1.16089 1.47070 2.91159
H 1.51208 -0.27200 -2.02961
H 0.85193 0.93802 -0.90559
H 4.03540 0.45059 -1.46278
H 3.01421 2.58356 -1.19759
H 4.71741 2.62141 -0.45242
H 1.56369 2.40266 2.26853
O -2.32393 -0.46878 -1.71250
S -3.76075 -0.35512 -1.79935
O -4.57990 -1.43690 -2.27435
O -4.13219 0.98230 -2.62279
C -3.58823 1.15023 -3.93581
C -4.29206 0.27195 -4.95356
C -4.38790 0.16615 -0.22869
H -2.51005 0.96451 -3.93107
H -3.73357 2.19801 -4.20634
H -4.10385 -0.78620 -4.75946
H -3.94228 0.49509 -5.96324
H -5.37316 0.42096 -4.90931
H -3.79862 1.01053 0.12704
H -4.29645 -0.67315 0.46096
H -5.43585 0.44113 -0.34132
O -1.04338 -5.89470 -1.60983
S -1.09409 -5.25730 -0.32267
O -0.00792 -5.35722 0.61924
O -2.46617 -5.67591 0.41782
C -2.74967 -7.06761 0.59231
C -1.91016 -7.67911 1.69864
C -1.47392 -3.54413 -0.54525
H -2.61646 -7.60699 -0.34964
H -3.80522 -7.14375 0.86083
H -0.85164 -7.69117 1.43020
H -2.21851 -8.70797 1.89310
H -2.00329 -7.09847 2.61946
H -2.31884 -3.45243 -1.22684
H -0.59496 -3.06057 -0.97078
H -1.70584 -3.10467 0.42439
O 0.43416 4.24477 -2.58326
S -0.49809 4.92809 -1.72247
O -1.73121 5.47350 -2.22022
O 0.28769 6.07709 -0.90437
C 1.02132 7.05962 -1.64238
C 0.10313 8.08061 -2.28795
C -0.86822 3.88431 -0.34337
H 1.66433 6.57974 -2.38596
H 1.67516 7.56687 -0.92991
H -0.51350 7.62211 -3.06387
H 0.68204 8.88251 -2.74986
H -0.57572 8.51090 -1.54825
H 0.06345 3.49517 0.06512
H -1.49304 3.06557 -0.70294
H -1.41050 4.46269 0.40385

Cartesian forces (eV/Å) of the 3 atoms listed first:
N -1.195 0.323 0.356
C 1.101 -1.007 0.390
N 0.232 -0.234 -1.156

---

Q: What is the electronic energy in the third record?
A: -85433.602 eV

---

Q: Which value of electronic energy does entry 3 give?
A: -85433.602 eV

---

Q: Which value of electronic energy does entry 2 give?
A: -63232.807 eV